# 1
{"formula": "C21H56AsF6O22S7V", "method": "the ωB97M-V functional and the def2-TZVPD basis", "spin_multiplicity": 2, "s_squared": 0.78, "de_lowest_kcal_mol": 28.5, "charge": 1, "elements": ["H", "H", "H", "H", "H", "H", "H", "H", "H", "H", "H", "C", "H", "C", "F", "O", "F", "H", "H", "H", "S", "H", "H", "O", "H", "S", "O", "C", "V", "O", "C", "C", "H", "H", "H", "H", "H", "O", "H", "O", "H", "H", "O", "C", "S", "O", "H", "O", "As", "H", "C", "C", "H", "C", "O", "H", "H", "F", "S", "C", "H", "O", "C", "H", "H", "C", "H", "O", "H", "F", "H", "S", "H", "O", "O", "H", "H", "H", "C", "O", "H", "H", "S", "O", "C", "O", "S", "C", "C", "H", "H", "F", "O", "H", "H", "H", "H", "H", "C", "C", "H", "O", "C", "C", "O", "H", "H", "O", "H", "H", "F", "H", "O", "C"], "xyz": [[19.254, 12.029, 10.964], [15.620, 14.660, 15.033], [9.849, 6.998, 9.638], [15.900, 8.011, 16.055], [9.204, 13.566, 14.748], [17.619, 10.708, 9.352], [10.935, 14.459, 16.609], [9.603, 8.183, 10.828], [12.077, 7.258, 15.917], [13.728, 12.390, 20.087], [15.999, 12.877, 11.952], [9.996, 13.030, 15.278], [14.463, 6.111, 9.591], [17.019, 18.357, 12.505], [10.663, 12.774, 10.669], [17.092, 10.221, 11.302], [10.765, 13.107, 8.269], [12.741, 16.951, 10.520], [11.558, 13.502, 21.688], [8.717, 12.006, 12.014], [11.837, 7.559, 10.946], [12.389, 15.313, 11.049], [11.279, 14.691, 14.896], [14.793, 10.298, 11.913], [9.732, 9.958, 19.867], [16.459, 12.284, 15.150], [16.197, 13.199, 16.412], [12.728, 6.916, 15.105], [12.896, 10.617, 12.388], [14.684, 17.590, 12.032], [12.725, 12.852, 20.122], [12.641, 13.368, 21.530], [13.415, 6.101, 15.344], [20.064, 10.922, 9.945], [12.639, 13.615, 19.359], [13.752, 15.462, 10.017], [14.823, 7.182, 7.508], [9.542, 9.945, 14.657], [17.457, 19.021, 13.241], [12.912, 9.297, 14.124], [14.819, 15.126, 18.093], [16.704, 15.238, 16.353], [16.819, 13.164, 14.028], [13.193, 15.994, 10.784], [9.830, 10.851, 13.626], [13.180, 11.983, 13.120], [17.604, 17.414, 12.419], [13.121, 10.301, 18.957], [11.606, 12.238, 9.328], [11.993, 13.261, 15.780], [14.640, 7.542, 17.888], [11.135, 13.928, 15.716], [15.142, 18.965, 13.452], [15.791, 12.515, 10.950], [11.507, 6.718, 12.070], [18.350, 9.145, 10.209], [16.537, 12.923, 10.248], [12.572, 11.403, 8.219], [13.747, 8.288, 14.738], [14.681, 15.049, 17.011], [15.627, 9.362, 17.200], [11.228, 11.310, 17.775], [10.362, 7.887, 10.070], [15.486, 6.942, 18.324], [13.534, 8.376, 7.701], [15.222, 8.414, 16.805], [14.791, 12.803, 10.683], [15.226, 15.243, 12.143], [13.112, 14.347, 21.688], [12.752, 11.323, 10.575], [13.862, 6.852, 17.523], [11.771, 10.811, 18.988], [16.975, 18.724, 11.538], [14.914, 7.844, 14.025], [15.357, 11.367, 15.102], [7.667, 11.541, 13.447], [10.447, 8.689, 9.354], [14.332, 7.862, 9.925], [8.395, 11.273, 12.716], [10.452, 12.127, 14.170], [13.156, 6.625, 7.469], [19.728, 10.457, 11.619], [14.159, 16.193, 12.238], [12.647, 6.703, 9.988], [17.891, 11.362, 15.643], [10.789, 10.396, 12.616], [15.674, 10.749, 10.860], [13.852, 7.334, 7.948], [10.713, 9.607, 19.665], [10.547, 8.739, 18.951], [17.670, 11.059, 16.641], [12.903, 13.454, 9.471], [11.684, 11.891, 20.074], [9.644, 12.442, 16.107], [14.219, 8.203, 18.649], [15.603, 17.240, 13.875], [12.209, 6.694, 14.138], [13.720, 14.549, 16.779], [13.913, 7.010, 9.380], [18.161, 10.214, 10.228], [17.795, 10.514, 14.909], [12.598, 8.778, 11.184], [15.642, 18.049, 13.063], [19.319, 10.957, 10.732], [14.063, 8.955, 16.116], [11.144, 9.293, 20.569], [18.750, 11.998, 15.469], [15.425, 10.375, 9.531], [8.125, 10.388, 12.155], [13.135, 12.657, 22.139], [10.531, 10.826, 9.333], [14.538, 16.074, 16.627], [13.353, 16.136, 13.479], [15.844, 14.606, 16.094]], "lowdin_charge": [0.09, 0.09, 0.10, 0.11, 0.13, 0.14, 0.07, 0.08, 0.09, 0.13, 0.04, -0.16, 0.13, -0.05, -0.21, -0.25, -0.13, 0.08, 0.10, 0.06, 0.62, 0.06, 0.10, -0.35, 0.07, 0.60, -0.25, -0.09, 0.96, -0.26, -0.27, -0.06, 0.09, 0.09, 0.12, 0.06, 0.08, -0.21, 0.08, -0.32, 0.08, 0.13, -0.31, -0.11, 0.57, -0.20, 0.10, -0.28, 0.81, 0.08, -0.05, -0.05, 0.13, -0.08, -0.25, 0.13, 0.10, -0.19, 0.61, -0.05, 0.13, -0.25, -0.10, 0.10, 0.10, -0.23, 0.04, -0.28, 0.09, -0.35, 0.07, 0.55, 0.06, -0.24, -0.27, 0.08, 0.05, 0.11, -0.07, -0.25, 0.10, 0.09, 0.54, -0.21, -0.10, -0.35, 0.61, -0.06, -0.11, 0.11, 0.06, -0.24, -0.24, 0.10, 0.06, 0.12, 0.07, 0.06, -0.23, -0.19, 0.09, -0.34, -0.21, -0.08, -0.25, 0.06, 0.07, -0.23, 0.08, 0.07, -0.25, 0.08, -0.31, -0.20]}

# 2
{"formula": "C21H56B2F26N7O7P3", "method": "the ωB97M-V functional and the def2-TZVPD basis", "total_energy_ha": -5414.4706, "charge": 2, "elements": ["H", "F", "F", "O", "F", "O", "H", "H", "F", "C", "C", "F", "F", "H", "H", "H", "C", "H", "N", "H", "F", "N", "H", "F", "C", "C", "H", "H", "H", "H", "O", "F", "H", "N", "H", "B", "C", "F", "B", "N", "F", "N", "H", "H", "H", "F", "H", "F", "H", "H", "F", "F", "C", "H", "H", "P", "H", "H", "P", "H", "N", "F", "O", "O", "H", "N", "C", "H", "F", "F", "H", "C", "H", "H", "H", "F", "C", "H", "C", "H", "H", "H", "F", "C", "F", "H", "O", "H", "H", "O", "C", "H", "H", "C", "H", "F", "H", "H", "H", "H", "C", "H", "C", "H", "C", "H", "F", "C", "H", "F", "H", "F", "H", "F", "H", "H", "C", "H", "C", "H", "P", "C"], "xyz": [[4.683, -2.832, 0.164], [0.237, 1.195, -0.812], [-1.025, 1.886, -6.440], [-2.950, -4.179, -1.925], [1.303, -0.289, 0.680], [0.834, 1.691, 6.274], [-0.817, -2.690, -1.608], [-0.814, 3.898, 2.129], [-0.732, 3.018, -4.472], [-3.339, 5.303, -4.201], [2.345, 3.843, -3.136], [-1.037, 0.187, 0.781], [0.653, 1.339, -3.680], [-0.269, 0.290, 3.524], [-4.408, 5.117, -4.300], [-2.791, 4.854, -5.029], [0.992, 1.150, 5.171], [-1.793, -6.257, -3.487], [2.708, 2.121, -1.222], [4.343, -6.544, 0.496], [1.542, 4.426, 2.350], [2.269, 1.552, 4.314], [-1.622, -1.555, -3.680], [0.371, 2.487, 2.391], [-0.703, -2.139, -3.736], [-1.739, -5.217, -3.808], [-3.898, -2.662, 2.813], [-0.703, -2.799, -4.604], [0.169, -1.485, -3.739], [-2.894, 3.394, -0.586], [-3.519, -0.356, 1.564], [0.353, 0.159, -5.721], [2.595, -4.051, -0.683], [4.118, -3.391, 0.787], [0.348, -0.830, 4.777], [1.243, 3.294, 1.689], [-1.494, 5.800, 1.701], [4.435, -2.352, 3.826], [3.642, -1.271, 3.548], [-3.955, -2.711, 1.805], [0.573, 3.713, 0.513], [-0.773, -3.154, -2.504], [1.302, 4.034, -2.882], [3.830, 2.952, 3.918], [-2.681, 2.632, -3.426], [-1.562, 0.743, -4.497], [-2.531, 1.707, -1.406], [2.391, -1.384, 4.157], [-1.832, -2.450, 1.734], [-2.180, 6.503, 2.174], [0.108, -4.760, 0.089], [3.464, -1.334, 2.174], [-5.357, -1.248, 0.181], [4.441, 1.273, -0.019], [2.992, 0.848, 4.269], [-0.233, -6.240, 0.552], [-3.976, 2.032, 3.038], [-0.511, 6.011, 2.121], [0.059, -0.311, -0.365], [1.903, 1.666, 3.380], [-3.173, 3.181, -2.736], [2.336, 2.607, 1.308], [3.885, 4.230, -1.388], [-3.725, 4.281, 1.469], [-6.036, -0.467, 0.523], [-1.552, 4.520, 2.425], [-2.974, 4.728, -2.910], [-4.684, -3.369, 1.565], [-0.297, -1.855, -0.222], [1.142, 2.307, -5.689], [2.256, -4.441, 1.039], [-2.844, 3.804, 2.167], [-4.145, 2.910, -2.772], [4.077, -2.737, 1.556], [-2.482, 2.527, 3.713], [-1.082, -0.199, -1.471], [-2.991, 2.406, 2.757], [0.080, -3.658, -2.311], [2.722, -3.735, 0.352], [2.241, 3.050, -3.877], [-1.408, 5.733, 0.616], [-2.492, -4.981, -4.560], [-1.806, -5.966, 0.150], [-0.013, 0.179, 4.578], [1.328, -6.565, 0.917], [4.637, -5.378, -0.739], [5.044, -4.909, 2.459], [-2.480, 1.624, 2.196], [-2.299, -4.203, 1.939], [-2.520, 5.452, -2.054], [5.030, -5.749, 0.207], [4.541, 1.334, -1.801], [-0.826, -5.006, -4.364], [4.869, -4.673, 1.240], [-1.401, 4.647, 3.415], [-0.456, -5.663, 2.037], [2.198, -2.798, 0.542], [-5.050, -0.987, -0.832], [1.966, 1.677, -1.745], [2.334, 3.584, 4.858], [-2.475, 2.796, -1.394], [-0.898, 0.367, 5.186], [3.890, 1.133, -0.950], [3.356, 0.184, -0.986], [3.094, 3.430, -1.886], [-1.426, 3.080, -1.489], [0.026, -6.677, -1.016], [-1.927, -4.211, -2.689], [-5.831, -2.227, 0.124], [4.281, -0.103, 3.904], [2.284, 2.570, -0.423], [1.255, -0.720, -1.478], [-2.548, -3.384, 0.379], [-0.703, -7.706, 0.941], [-3.282, 6.388, -4.285], [6.060, -6.052, 0.020], [-4.189, -1.326, 1.174], [3.647, 2.537, 5.639], [-2.521, -3.249, 1.460], [2.895, 4.686, -3.554], [-0.162, 1.580, -5.081], [3.117, 2.835, 4.734]], "lowdin_charge": [0.18, -0.15, -0.16, 0.07, -0.13, 0.12, 0.08, 0.10, -0.19, 0.02, 0.03, -0.17, -0.18, 0.07, 0.11, 0.11, -0.28, 0.11, 0.10, 0.11, 0.21, 0.11, 0.08, 0.15, 0.06, 0.03, 0.17, 0.09, 0.08, 0.07, 0.09, -0.16, 0.10, 0.10, 0.09, -1.44, 0.03, 0.17, -1.32, 0.12, 0.11, 0.12, 0.09, 0.10, 0.12, -0.24, 0.09, 0.14, 0.09, 0.12, -0.17, 0.12, 0.05, 0.10, 0.08, 0.15, 0.10, 0.11, 0.23, 0.10, 0.14, 0.20, 0.14, 0.14, 0.11, 0.09, -0.36, 0.17, -0.14, -0.14, 0.09, -0.34, 0.17, 0.09, 0.09, -0.15, 0.03, 0.15, 0.00, 0.06, 0.11, 0.11, -0.19, 0.02, -0.16, 0.08, 0.15, 0.06, 0.09, 0.16, 0.02, 0.10, 0.08, -0.30, 0.19, -0.15, 0.08, 0.10, 0.11, 0.09, 0.04, 0.09, 0.08, 0.07, -0.35, 0.09, -0.18, -0.27, 0.09, 0.16, 0.10, -0.19, 0.07, -0.11, 0.11, 0.11, -0.29, 0.11, 0.06, 0.11, 0.30, 0.08]}